# 1
Density functional theory data (ωB97M-V/def2-TZVPD) for C7H14 in the gas phase.

Geometry as XYZ:
```
21
Properties=species:S:1:pos:R:3:lowdin_charge:R:1
C -1.81 0.38 -1.11 -0.092
C -0.28 0.24 -1.16 -0.219
C 0.31 -0.47 0.06 -0.614
C -0.10 -1.95 0.12 -0.060
C 1.84 -0.34 0.11 -0.062
C 0.30 0.16 1.42 0.011
C 0.23 1.66 1.43 -0.147
H -2.18 0.91 -1.99 0.073
H -2.30 -0.60 -1.09 0.069
H -2.13 0.94 -0.23 0.069
H 0.00 -0.32 -2.06 0.116
H 0.17 1.24 -1.27 0.096
H 0.14 -2.46 -0.83 0.085
H -1.17 -2.05 0.30 0.076
H 0.42 -2.46 0.94 0.083
H 2.32 -1.17 -0.37 0.094
H 2.26 0.60 -0.25 0.094
H 2.12 -0.47 1.18 0.093
H -0.84 1.83 1.66 0.093
H 0.46 2.23 0.52 0.070
H 0.77 2.08 2.28 0.070
```

**Orbital gap**: 8.88 eV
**Total charge**: 0
**LUMO**: 1.0 eV
**Molar mass**: 98.19 g mol⁻¹
**2S+1**: 1
**Energy relative to the best compared isomer or geometry (same formula, charge and spin)**: 3.669 eV

***

# 2
Density functional theory data (ωB97M-V/def2-TZVPD) for a molecular structure, C43H37ClIrN6O4S3 at a distorted geometry.

Geometry as XYZ:
```
95
Properties=species:S:1:pos:R:3:lowdin_spin:R:1
Ir 1.74 -0.20 -1.11 0.582
N 0.64 -1.71 -0.47 0.028
S -0.56 -2.15 0.27 0.010
N -1.75 -1.16 0.64 0.003
S -2.04 0.33 0.27 0.000
N -1.39 1.58 0.91 0.009
S 0.19 1.89 1.03 0.043
N 1.13 0.86 0.52 0.163
C 0.30 3.51 0.33 0.001
C -0.79 4.38 0.32 0.000
C -0.62 5.64 -0.23 0.000
C 0.61 6.01 -0.77 0.000
C 1.69 5.13 -0.75 0.000
C 1.54 3.87 -0.19 0.000
C 0.46 2.16 2.75 0.016
C 0.81 3.41 3.25 0.005
C 1.05 3.53 4.61 0.001
C 0.93 2.42 5.45 0.005
C 0.57 1.18 4.93 0.000
C 0.34 1.05 3.57 0.005
C -3.73 0.52 0.73 0.000
C -4.33 -0.40 1.58 0.000
C -5.66 -0.19 1.94 0.000
C -6.34 0.91 1.44 0.000
C -5.72 1.82 0.59 0.000
C -4.40 1.63 0.22 0.000
C -1.98 0.45 -1.49 -0.001
C -2.74 -0.47 -2.21 0.000
C -2.75 -0.38 -3.58 0.000
C -2.01 0.61 -4.23 0.000
C -1.26 1.52 -3.49 0.000
C -1.25 1.46 -2.11 -0.001
C -0.10 -3.14 1.67 0.002
C 0.31 -4.43 1.37 0.001
C 0.69 -5.26 2.42 0.000
C 0.63 -4.80 3.73 0.001
C 0.21 -3.51 4.01 0.000
C -0.16 -2.67 2.97 0.001
C -1.52 -3.33 -0.68 -0.001
C -2.48 -4.11 -0.04 0.000
C -3.24 -4.98 -0.79 0.000
C -3.05 -5.07 -2.17 0.000
C -2.10 -4.28 -2.79 0.000
C -1.33 -3.39 -2.05 0.000
H -1.74 4.08 0.74 0.000
H -1.44 6.34 -0.24 0.000
H 0.73 6.99 -1.20 0.000
H 2.64 5.42 -1.18 0.000
H 2.36 3.18 -0.15 0.000
H 0.90 4.27 2.60 0.000
H 1.32 4.49 5.02 0.000
H 1.12 2.53 6.51 0.000
H 0.48 0.33 5.58 0.000
H 0.06 0.11 3.14 0.000
H -3.78 -1.25 1.94 0.000
H -6.15 -0.89 2.60 0.000
H -7.37 1.07 1.73 0.000
H -6.26 2.67 0.21 0.000
H -3.90 2.32 -0.44 0.000
H -3.31 -1.23 -1.69 0.000
H -3.33 -1.09 -4.16 0.000
H -2.02 0.67 -5.31 0.000
H -0.68 2.28 -3.99 0.000
H -0.68 2.18 -1.55 0.000
H 0.35 -4.79 0.35 0.000
H 1.02 -6.26 2.21 0.000
H 0.91 -5.47 4.54 0.000
H 0.16 -3.16 5.03 0.000
H -0.51 -1.67 3.18 0.000
H -2.61 -4.05 1.03 0.000
H -3.98 -5.60 -0.31 0.000
H -3.64 -5.75 -2.75 0.000
H -1.94 -4.35 -3.86 0.000
H -0.59 -2.77 -2.52 0.000
C 4.53 -2.20 -0.02 0.002
C 4.68 -0.95 -0.79 0.021
N 3.70 -0.14 -1.19 0.011
C 4.25 0.91 -1.90 0.001
C 5.59 0.74 -1.93 0.005
N 5.83 -0.42 -1.23 0.011
C 6.72 1.53 -2.50 0.000
O 6.40 2.63 -3.15 0.000
O 7.84 1.13 -2.35 0.001
C 3.29 1.91 -2.38 0.000
O 3.63 2.91 -2.98 0.000
O 2.07 1.60 -2.03 -0.009
H 3.49 -2.34 0.26 0.000
H 5.14 -2.17 0.88 0.001
H 4.85 -3.06 -0.61 0.001
H 6.77 -0.79 -1.11 0.000
H 5.43 2.81 -3.16 0.000
Cl 1.76 -0.17 -4.39 0.006
C 1.78 -1.17 -2.92 0.055
H 2.70 -1.75 -2.95 0.020
H 0.94 -1.86 -2.98 0.000
```

**Orbital gap (alpha / beta)**: 7.73 / 6.44 eV
**Total charge**: +2
**LUMO (alpha / beta)**: -6.1 / -7.5 eV
**Molar mass**: 1025.68 g mol⁻¹
**2S+1**: 2
**Energy relative to the best compared isomer or geometry (same formula, charge and spin)**: 1.248 eV

***

# 3
Density functional theory data (ωB97M-V/def2-TZVPD) for C7H15NO2 in the gas phase at a distorted geometry.

Geometry as XYZ:
```
25
Properties=species:S:1:pos:R:3:lowdin_charge:R:1
C -1.16 -0.11 -1.27 -0.191
C 0.88 -1.11 -0.73 -0.497
N 0.89 -2.45 -0.35 0.172
O -0.69 0.68 -2.31 -0.066
O 1.43 -0.77 -1.79 0.019
H 0.23 0.39 -2.47 0.071
H 0.86 -3.09 -1.13 0.109
H 0.42 -2.72 0.50 0.091
H -2.18 0.24 -1.07 0.102
H -1.38 -1.15 -1.52 0.118
C -1.51 -0.35 1.38 -0.056
C -0.69 1.86 0.48 -0.055
C 2.02 0.83 0.41 -0.042
C -0.56 0.37 0.44 -0.419
C 0.86 -0.15 0.51 -0.261
H 0.98 -0.75 1.41 0.134
H -2.53 -0.02 1.22 0.084
H -1.46 -1.43 1.25 0.076
H -1.23 -0.11 2.41 0.092
H -0.18 2.28 -0.40 0.086
H -0.23 2.26 1.38 0.091
H -1.74 2.16 0.47 0.089
H 2.05 1.48 1.28 0.081
H 2.96 0.27 0.38 0.089
H 1.95 1.42 -0.49 0.083
```

**Orbital gap**: 9.63 eV
**Total charge**: 0
**LUMO**: 0.7 eV
**Molar mass**: 145.20 g mol⁻¹
**2S+1**: 1
**Energy relative to the best compared isomer or geometry (same formula, charge and spin)**: 2.003 eV
**SMILES**: C[C@H](C(N)=O)C(C)(C)CO

***

# 4
Density functional theory data (ωB97M-V/def2-TZVPD) for 2 unconnected molecules or ions with the total composition C4H11INO at a distorted geometry.

Geometry as XYZ:
```
18
Properties=species:S:1:pos:R:3:lowdin_charge:R:1
C 1.54 1.07 0.40 -0.058
C 1.13 -1.29 0.27 0.059
C -2.02 -1.11 -0.65 -0.495
C -0.71 0.43 0.17 -0.323
N 0.70 0.11 -0.13 -0.208
O -0.97 1.56 -0.47 -0.040
I -3.85 -0.01 -0.49 0.823
H 1.83 0.86 1.41 0.114
H 2.51 1.36 -0.14 0.162
H 1.15 2.03 0.37 0.082
H 1.97 -1.52 -0.38 0.112
H 1.57 -1.19 1.29 0.123
H 0.21 -1.88 0.03 0.099
H -1.77 -1.00 -1.71 -0.002
H -1.91 -2.11 -0.19 0.014
H -0.76 0.39 1.23 0.141
H 0.83 0.06 -1.16 0.206
H -1.45 2.26 0.14 0.193
```

**Orbital gap**: 9.56 eV
**Total charge**: +1
**LUMO**: -3.2 eV
**Molar mass**: 216.04 g mol⁻¹
**2S+1**: 1
**Energy relative to the best compared isomer or geometry (same formula, charge and spin)**: 3.459 eV

***

# 5
Density functional theory data (ωB97M-V/def2-TZVPD) for C3H9N3 in the gas phase at a distorted geometry.

Geometry as XYZ:
```
15
Properties=species:S:1:pos:R:3:lowdin_charge:R:1
C 0.00 -1.14 1.19 -0.116
C 1.11 1.08 1.26 -0.127
C 0.08 0.25 -0.73 -0.214
H -0.88 -0.80 1.85 0.108
H -0.34 -1.91 0.46 0.077
H 0.71 -1.73 1.80 0.084
H 0.41 1.27 2.18 0.099
H 2.31 0.95 1.61 0.131
H 1.03 2.04 0.54 0.109
H 0.47 1.13 -1.14 0.092
H -2.34 0.31 -2.26 0.148
H -1.25 -0.91 -3.33 0.136
N 0.64 -0.06 0.52 -0.271
N -0.77 -0.50 -1.35 -0.133
N -1.20 0.05 -2.61 -0.124
```

**Orbital gap**: 9.33 eV
**Total charge**: 0
**LUMO**: 1.0 eV
**Molar mass**: 87.13 g mol⁻¹
**2S+1**: 1
**Energy relative to the best compared isomer or geometry (same formula, charge and spin)**: 3.765 eV
**SMILES**: CN(C)/C=N/N

***

# 6
Density functional theory data (ωB97M-V/def2-TZVPD) for 2 unconnected molecules or ions with the total composition C8H19BNO3.

Geometry as XYZ:
```
32
Properties=species:S:1:pos:R:3:lowdin_charge:R:1
O 4.99 1.01 -1.43 0.212
B 3.81 0.74 -0.84 -0.665
O 3.81 0.46 0.51 0.177
C 2.49 0.87 -1.72 -0.163
C 1.78 -0.48 -1.96 -0.130
C 0.91 -0.89 -0.78 -0.144
C -0.08 0.19 -0.33 -0.106
N 0.16 1.52 -0.97 0.077
C 1.59 1.94 -1.10 -0.068
H 5.71 0.97 -0.78 0.138
H 3.18 -0.22 0.77 0.100
H 2.82 1.23 -2.69 0.139
H 2.50 -1.25 -2.19 0.131
H 1.13 -0.37 -2.82 0.122
H 0.33 -1.76 -1.05 0.122
H 1.52 -1.21 0.06 0.108
H -0.08 0.30 0.75 0.128
H -1.07 -0.11 -0.61 0.111
H -0.30 1.56 -1.88 0.188
H -0.31 2.21 -0.38 0.188
H 1.59 2.81 -1.74 0.141
H 1.94 2.28 -0.13 0.137
C -4.43 -0.19 2.73 -0.014
C -3.42 -0.85 1.82 -0.483
O -2.60 -0.19 1.20 0.031
C -3.48 -2.34 1.70 -0.013
H -4.28 0.88 2.73 0.084
H -5.44 -0.42 2.39 0.094
H -4.31 -0.57 3.75 0.093
H -4.45 -2.65 1.32 0.094
H -3.32 -2.80 2.68 0.093
H -2.70 -2.69 1.02 0.078
```

**Orbital gap**: 9.61 eV
**Total charge**: +1
**LUMO**: -3.1 eV
**Molar mass**: 188.06 g mol⁻¹
**2S+1**: 1